#a
Computed, not measured: 2 unconnected molecules or ions with the total composition C8H13N3O, with ωB97M-V/def2-TZVPD.

The calculation puts the orbital gap at 8.65 eV. The SMILES is C1=CCNN=C1.CCOCC#N. The multiplicity is 1.

Geometry as XYZ:
```
25
Properties=species:S:1:pos:R:3:mulliken_charge:R:1
C -1.751 2.567 -0.516 -0.36
C -1.370 2.726 -1.788 -0.40
C -0.121 2.077 -2.309 -0.38
N 0.532 1.318 -1.258 -0.09
N 0.134 1.176 0.026 -0.37
C -0.960 1.767 0.387 -0.22
H -2.653 3.043 -0.150 0.34
H -1.951 3.327 -2.494 0.34
H 0.567 2.850 -2.719 0.24
H -0.365 1.422 -3.173 0.23
H 1.367 0.848 -1.467 0.19
H -1.249 1.628 1.421 0.42
C 2.233 -0.830 1.612 -1.30
C 0.813 -1.309 1.403 0.30
O 0.857 -2.699 1.125 -0.37
C -0.406 -3.266 0.947 -0.30
C -1.069 -2.795 -0.295 0.34
N -1.586 -2.395 -1.254 -0.43
H 2.834 -1.008 0.708 0.28
H 2.260 0.241 1.849 0.35
H 2.700 -1.377 2.441 0.38
H 0.336 -0.775 0.550 -0.01
H 0.197 -1.130 2.306 0.26
H -1.078 -3.052 1.788 0.28
H -0.270 -4.353 0.860 0.29
```

***

#b
Computed, not measured: a single C8H13N3O molecule, with ωB97M-V/def2-TZVPD.

The calculation puts the orbital gap at 10.00 eV. The SMILES is CC(C)C(=O)N[C@]1(C#N)CN1C. The multiplicity is 1.

Geometry as XYZ:
```
25
Properties=species:S:1:pos:R:3:mulliken_charge:R:1
C 2.361 -1.224 -0.846 -1.04
C 1.809 -0.865 0.667 0.50
C 2.115 0.565 1.042 -1.60
C 0.335 -1.292 0.634 0.24
O -0.209 -2.190 1.233 -0.60
N -0.374 -0.413 -0.131 -0.31
C -1.811 -0.340 -0.113 1.26
C -2.495 -1.387 0.625 -0.30
N -3.226 -2.186 1.079 -0.50
C -2.372 0.246 -1.440 -0.68
N -2.331 0.979 -0.194 -0.35
C -1.478 2.135 0.142 -0.89
H 3.215 -1.946 -0.945 0.28
H 1.438 -1.478 -1.487 0.29
H 2.760 -0.303 -1.231 0.32
H 2.430 -1.528 1.270 0.46
H 1.673 1.351 0.416 0.42
H 3.201 0.846 1.134 0.39
H 1.783 0.699 2.061 0.37
H 0.073 0.443 -0.360 0.21
H -1.565 0.444 -2.148 0.26
H -3.371 0.241 -1.903 0.29
H -2.166 2.816 0.612 0.30
H -0.652 1.765 0.663 0.35
H -1.146 2.619 -0.782 0.34
```

***

Here are the energies relative to the best structure, in kcal/mol: #a 1.6; #b 0.0.

***

#a
Computed, not measured: 2 unconnected molecules or ions with the total composition C4H5Br2N, with ωB97M-V/def2-TZVPD.

The calculation puts the orbital gap (spin up / spin down) at 7.12 / 7.12 eV. The multiplicity is 1.

Geometry as XYZ:
```
12
Properties=species:S:1:pos:R:3:mulliken_charge:R:1
C 0.558 1.979 -0.908 -0.05
C 0.078 -1.239 -0.969 -1.34
C -0.522 0.051 1.245 -0.58
C 0.464 -0.373 0.279 0.33
N 0.433 3.118 -0.915 -0.48
Br -2.224 0.488 0.402 -0.07
Br 2.295 -0.211 0.590 0.08
H -0.442 -2.066 -0.518 0.44
H -0.779 -0.844 -1.440 0.36
H 0.905 -1.359 -1.546 0.47
H -0.768 -0.504 2.131 0.45
H 0.000 0.961 1.648 0.40
```

***

#b
Computed, not measured: 2 unconnected molecules or ions with the total composition C4H5Br2N, with ωB97M-V/def2-TZVPD.

The calculation puts the orbital gap at 10.20 eV. The SMILES is C/C=C(\Br)C#N.Br. The multiplicity is 1.

Geometry as XYZ:
```
12
Properties=species:S:1:pos:R:3:mulliken_charge:R:1
C -0.544 -1.189 -0.278 -1.38
C -0.325 -0.013 0.627 0.09
C -0.932 1.164 0.544 0.15
Br -1.995 1.529 -1.065 -0.15
C -0.735 2.328 1.367 0.07
N -0.575 3.318 1.928 -0.36
H -1.702 -1.341 -0.486 0.35
H -0.211 -2.082 0.085 0.38
H -0.132 -1.039 -1.317 0.33
H 0.212 -0.065 1.475 0.51
Br 3.047 -0.835 -1.163 -0.21
H 3.892 -1.773 -1.717 0.21
```

***

Here are the energies relative to the best structure, in kcal/mol: #a 74.6; #b 0.0.

***

#a
Computed, not measured: a molecular structure, C36H65BaN2O7P2S2Si, with ωB97M-V/def2-TZVPD.

The calculation puts the orbital gap at 5.84 eV. Its total charge is -1. The multiplicity is 1.

Geometry as XYZ:
```
116
Properties=species:S:1:pos:R:3:mulliken_charge:R:1
Ba -0.089 0.041 -0.094 1.43
C -8.182 -0.249 -1.100 -1.47
C -6.901 0.412 -1.536 1.08
C -5.680 -0.241 -1.406 -1.02
C -4.493 0.377 -1.775 -0.23
C -4.523 1.665 -2.286 0.29
C -5.734 2.332 -2.429 -0.98
C -6.911 1.706 -2.056 -0.79
S -3.027 2.527 -2.761 1.11
O -2.885 3.611 -1.815 -0.69
O -3.209 2.918 -4.146 -0.74
N -1.850 1.500 -2.522 0.24
C -1.576 0.479 -3.386 -0.10
C -2.254 0.164 -4.587 -0.90
C -1.827 -0.905 -5.338 -0.76
C -0.746 -1.676 -4.919 -0.68
C -0.151 -1.322 -3.726 -0.88
N -0.540 -0.286 -2.985 0.98
H -8.138 -1.329 -1.249 0.36
H -9.037 0.139 -1.653 0.38
H -8.368 -0.073 -0.037 0.28
H -5.641 -1.248 -1.007 0.47
H -3.556 -0.150 -1.648 0.75
H -5.745 3.336 -2.836 0.44
H -7.855 2.228 -2.170 0.34
H -3.081 0.777 -4.910 0.53
H -2.343 -1.144 -6.261 0.39
H -0.390 -2.523 -5.490 0.46
H 0.682 -1.896 -3.331 0.20
C -0.457 4.187 1.587 -1.75
C -0.369 2.901 0.760 1.45
C 0.158 3.253 -0.629 -0.30
C -1.771 2.257 0.752 -1.78
O 0.609 2.031 1.353 0.50
Si 0.910 1.478 2.911 -1.42
S 1.815 -0.313 2.666 -0.81
O -0.601 1.460 3.575 0.87
C -1.025 1.321 4.929 1.63
C -1.142 2.719 5.529 -1.57
C -0.043 0.475 5.735 -1.34
C -2.386 0.640 4.876 -1.79
O 1.692 2.671 3.743 -0.12
C 3.072 3.044 3.715 1.91
C 3.609 3.020 2.286 -1.35
C 3.121 4.461 4.272 -1.87
C 3.865 2.093 4.606 -1.62
H -1.140 4.891 1.112 0.55
H 0.532 4.644 1.667 0.32
H -0.814 3.960 2.593 0.19
H -0.509 3.993 -1.072 0.55
H 0.215 2.431 -1.347 -0.75
H 1.155 3.682 -0.512 0.37
H -2.513 3.052 0.818 0.55
H -1.914 1.641 1.642 0.28
H -2.069 1.721 -0.153 0.39
H -0.173 3.218 5.486 0.09
H -1.475 2.669 6.568 0.48
H -1.865 3.309 4.961 0.31
H 0.926 0.973 5.804 0.14
H 0.105 -0.492 5.253 0.26
H -0.425 0.318 6.746 0.52
H -3.067 1.219 4.250 0.31
H -2.818 0.552 5.875 0.44
H -2.286 -0.358 4.445 0.34
H 3.004 3.664 1.645 0.20
H 3.577 2.006 1.886 0.13
H 4.642 3.374 2.266 0.60
H 2.544 5.134 3.634 0.37
H 4.150 4.822 4.327 0.40
H 2.688 4.481 5.274 0.35
H 3.774 1.073 4.232 0.20
H 3.476 2.130 5.626 0.31
H 4.920 2.375 4.627 0.47
C 1.775 -3.790 1.906 -1.00
P 2.216 -3.341 0.184 1.16
C 3.974 -2.856 0.434 -1.42
C 2.481 -5.070 -0.441 -1.38
C 3.159 -5.149 -1.811 -1.17
P 2.324 -4.086 -3.088 1.03
C 0.681 -4.910 -3.076 -1.35
C 3.030 -4.878 -4.600 -1.45
H 2.519 -4.460 2.346 0.44
H 0.801 -4.282 1.908 0.30
H 1.688 -2.888 2.508 0.09
H 4.546 -3.647 0.927 0.49
H 3.998 -1.960 1.057 0.25
H 4.444 -2.622 -0.524 0.29
H 1.504 -5.561 -0.477 0.39
H 3.076 -5.608 0.305 0.60
H 3.164 -6.184 -2.169 0.58
H 4.203 -4.834 -1.731 0.42
H 0.782 -5.997 -3.019 0.46
H 0.132 -4.658 -3.984 0.40
H 0.086 -4.559 -2.232 0.16
H 2.885 -5.962 -4.602 0.41
H 4.099 -4.667 -4.661 0.38
H 2.558 -4.458 -5.489 0.35
C 3.143 0.360 -3.714 -0.32
C 4.150 -0.078 -2.651 -0.74
C 3.299 -0.022 -1.389 0.62
O 2.358 1.041 -1.593 0.15
C 2.346 1.426 -2.978 -0.34
H 2.496 -0.475 -3.990 -0.11
H 3.612 0.748 -4.618 0.49
H 4.982 0.627 -2.590 0.36
H 4.549 -1.077 -2.830 0.33
H 3.852 0.191 -0.476 0.22
H 2.771 -0.979 -1.285 -0.79
H 2.821 2.408 -3.065 0.33
H 1.309 1.499 -3.308 0.04
C -2.236 -3.410 0.979 -1.47
C -1.742 -2.210 0.171 0.29
O -2.458 -1.900 -0.798 -0.79
H -3.104 -3.898 0.513 0.33
H -2.502 -3.049 1.978 0.23
H -1.423 -4.130 1.117 0.24
```

***

#b
Computed, not measured: a molecular structure, C36H65BaN2O7P2S2Si, with ωB97M-V/def2-TZVPD.

The calculation puts the orbital gap at 6.33 eV. Its total charge is -1. The multiplicity is 1.

Geometry as XYZ:
```
116
Properties=species:S:1:pos:R:3:mulliken_charge:R:1
Ba -0.473 1.933 1.182 1.46
C -8.918 2.586 0.973 -1.45
C -7.451 2.707 1.283 1.10
C -6.515 2.701 0.251 -1.04
C -5.163 2.817 0.522 0.47
C -4.722 2.915 1.832 -0.67
C -5.642 2.929 2.866 -0.85
C -6.997 2.832 2.592 -0.97
S -2.968 2.952 2.211 1.71
O -2.335 3.562 1.054 -0.81
O -2.838 3.696 3.442 -0.80
N -2.455 1.473 2.300 -0.47
C -2.080 0.974 3.519 0.52
C -2.880 1.078 4.676 -0.44
C -2.425 0.553 5.861 -0.67
C -1.190 -0.089 5.890 -0.91
C -0.468 -0.139 4.716 -0.29
N -0.884 0.377 3.561 0.47
H -9.140 1.603 0.555 0.31
H -9.218 3.332 0.236 0.35
H -9.526 2.722 1.867 0.34
H -6.849 2.604 -0.775 0.42
H -4.443 2.827 -0.283 0.41
H -5.288 3.053 3.882 0.47
H -7.712 2.863 3.405 0.32
H -3.827 1.591 4.616 0.29
H -3.026 0.638 6.759 0.41
H -0.800 -0.515 6.804 0.44
H 0.511 -0.606 4.676 0.29
C 3.517 -3.141 1.118 -1.89
C 3.175 -1.647 1.164 2.13
C 2.242 -1.380 2.347 -1.61
C 4.457 -0.835 1.378 -1.42
O 2.541 -1.202 -0.024 1.14
Si 2.952 -1.504 -1.597 -0.86
S 1.850 -0.348 -2.856 -0.71
O 4.613 -1.383 -1.777 -0.16
C 5.431 -0.328 -2.284 1.73
C 5.036 1.029 -1.696 -1.49
C 5.342 -0.273 -3.813 -1.69
C 6.866 -0.671 -1.876 -1.75
O 2.697 -3.145 -1.715 0.38
C 2.987 -4.083 -2.735 1.71
C 2.042 -5.266 -2.508 -1.87
C 4.443 -4.545 -2.601 -1.41
C 2.761 -3.512 -4.136 -1.46
H 3.896 -3.469 2.088 0.46
H 4.267 -3.334 0.352 0.23
H 2.629 -3.719 0.864 0.25
H 2.782 -1.635 3.261 0.51
H 1.331 -1.977 2.289 0.13
H 1.946 -0.329 2.371 0.01
H 4.951 -1.139 2.303 0.48
H 4.197 0.223 1.436 0.02
H 5.134 -0.995 0.541 0.17
H 4.015 1.274 -1.990 0.22
H 5.713 1.807 -2.053 0.57
H 5.073 0.994 -0.607 0.22
H 4.310 -0.082 -4.100 0.21
H 5.662 -1.225 -4.244 0.32
H 5.981 0.525 -4.199 0.50
H 6.955 -0.685 -0.788 0.36
H 7.560 0.068 -2.279 0.41
H 7.135 -1.658 -2.258 0.32
H 2.139 -5.619 -1.480 0.33
H 2.275 -6.084 -3.192 0.41
H 1.012 -4.944 -2.672 0.34
H 4.590 -5.068 -1.653 0.31
H 5.089 -3.668 -2.613 0.05
H 4.712 -5.211 -3.424 0.47
H 1.764 -3.080 -4.203 0.28
H 2.878 -4.295 -4.890 0.51
H 3.473 -2.711 -4.329 0.17
C -0.375 5.247 -1.201 -1.52
P -0.543 3.427 -1.446 1.13
C 0.270 3.238 -3.085 -1.38
C -2.321 3.420 -1.961 -0.64
C -2.799 2.031 -2.391 -1.80
P -2.231 0.610 -1.302 1.31
C -2.345 -0.646 -2.654 -1.42
C -3.781 0.066 -0.448 -0.93
H 0.649 5.464 -0.898 0.38
H -1.044 5.541 -0.391 0.29
H -0.621 5.804 -2.108 0.42
H -0.282 3.754 -3.875 0.39
H 0.353 2.173 -3.300 0.19
H 1.283 3.638 -3.020 0.43
H -2.473 4.143 -2.772 0.61
H -2.864 3.790 -1.094 0.29
H -2.349 1.807 -3.362 0.51
H -3.887 2.009 -2.511 0.64
H -3.217 -0.460 -3.286 0.50
H -2.416 -1.647 -2.228 0.34
H -1.429 -0.590 -3.238 0.28
H -4.662 0.149 -1.091 0.55
H -3.942 0.611 0.475 -0.12
H -3.620 -0.979 -0.178 0.16
C -2.190 -3.773 1.463 -0.86
C -1.675 -3.646 0.014 -0.50
C -0.750 -2.432 0.096 0.71
O -1.369 -1.588 1.060 0.72
C -1.765 -2.436 2.116 -0.58
H -1.726 -4.613 1.980 0.27
H -3.271 -3.910 1.501 0.30
H -2.502 -3.450 -0.671 0.21
H -1.150 -4.537 -0.327 0.45
H -0.626 -1.869 -0.827 -0.29
H 0.247 -2.733 0.428 -0.70
H -2.563 -1.943 2.673 0.37
H -0.928 -2.601 2.808 0.24
C 3.062 3.219 2.557 -1.36
C 1.766 2.606 2.019 -0.11
O 1.252 3.284 1.107 -0.90
H 3.840 3.053 1.804 0.28
H 3.375 2.769 3.497 0.27
H 2.920 4.298 2.677 0.42
```

***

Here are the energies relative to the best structure, in kcal/mol: #a 0.0; #b 60.9.